Record 1
Here is a 2-piece molecular cluster, C3H4NO overall in a non-equilibrium geometry from the Open Molecules 2025 dataset. Energies are from ωB97M-V/def2-TZVPD.

Summary:
Lowest unoccupied orbital energy ... -6.4 eV
Frontier orbital gap ... 9.58 eV
HOMO energy ... -16.01 eV

ORCA input file:
```
! RIJCOSX wB97M-V def2-TZVPD def2/J DEFGRID3
* xyz 1 1
C 0.61 -0.62 -0.53
C -0.74 0.67 0.39
C -0.79 -0.86 0.11
N 0.43 0.76 -0.14
O -1.54 -1.65 0.42
H 1.38 -1.11 0.26
H 1.01 -0.69 -1.55
H -1.31 1.85 1.41
H 0.97 1.64 -0.37
*
```

---

Record 2
Here is the molecule C5H10O in a non-equilibrium geometry from the Open Molecules 2025 dataset. Energies are from ωB97M-V/def2-TZVPD.

Summary:
Lowest unoccupied orbital energy ... 1.1 eV
Frontier orbital gap ... 10.39 eV
HOMO energy ... -9.32 eV
Structure (SMILES) ... CC/C=C/CO

ORCA input file:
```
! RIJCOSX wB97M-V def2-TZVPD def2/J DEFGRID3
* xyz 0 1
C 1.52 -2.02 0.25
C 0.31 -1.24 0.72
C 0.14 0.17 0.23
C -1.07 0.71 0.10
C -1.34 2.06 -0.50
O -0.31 2.62 -1.30
H 1.59 -2.22 -0.82
H 1.52 -3.02 0.72
H 2.47 -1.69 0.67
H 0.35 -1.29 1.81
H -0.62 -1.77 0.51
H 0.94 0.68 -0.29
H -1.97 0.16 0.34
H -1.50 2.72 0.37
H -2.24 2.17 -1.12
H 0.20 1.93 -1.67
*
```